Entry 1:
52
Properties=species:S:1:pos:R:3:mulliken_charge:R:1 method="wB97M-V/def2-TZVPD" spin_multiplicity=1 charge=+1
N 4.488 -1.830 -1.730 -0.50
C 3.618 -1.887 -2.862 -0.37
N 2.175 -1.743 -2.543 0.24
C 1.475 -2.011 -1.455 0.09
N 0.183 -1.757 -1.609 -0.33
C 0.062 -1.305 -2.862 0.38
N -1.074 -0.936 -3.439 -0.17
C -2.335 -1.037 -2.706 -0.89
C -2.468 0.023 -1.594 -0.26
C -3.180 -0.491 -0.381 0.15
F -2.732 -0.002 0.808 -0.27
C -4.270 -1.288 -0.345 0.33
F -4.315 -2.532 -0.808 -0.19
F -5.452 -0.944 0.140 -0.21
N 1.276 -1.274 -3.459 -0.29
H 4.081 -2.136 -0.856 0.25
H 4.878 -0.907 -1.603 0.29
H 3.743 -2.842 -3.378 0.28
H 3.893 -1.110 -3.573 0.39
H 1.929 -2.373 -0.543 0.13
H -1.061 -0.613 -4.391 0.25
H -2.364 -2.027 -2.253 0.37
H -3.168 -1.005 -3.402 0.46
H -3.085 0.850 -1.958 0.44
H -1.502 0.443 -1.323 0.23
H 1.528 -0.998 -4.394 0.21
C -2.016 5.101 1.185 -0.56
C -1.553 3.729 1.672 -0.60
C -1.674 2.900 0.402 0.23
O -1.426 3.786 -0.690 -0.42
C -1.440 5.141 -0.224 -0.50
H -1.670 5.927 1.805 0.36
H -3.106 5.136 1.149 0.26
H -0.511 3.778 1.995 0.31
H -2.145 3.330 2.494 0.36
H -2.683 2.489 0.294 -0.04
H -0.959 2.075 0.362 0.03
H -0.412 5.518 -0.221 0.28
H -2.029 5.749 -0.910 0.28
C 1.429 -1.007 3.878 -0.48
C 1.901 -2.433 4.159 -0.58
C 2.114 -2.972 2.753 -0.46
O 2.502 -1.850 1.945 -0.36
C 2.274 -0.632 2.671 -0.36
H 1.569 -0.326 4.715 0.36
H 0.369 -1.009 3.614 0.20
H 2.847 -2.413 4.703 0.27
H 1.191 -3.025 4.732 0.34
H 1.187 -3.391 2.346 0.27
H 2.891 -3.735 2.701 0.33
H 3.242 -0.224 2.975 0.26
H 1.785 0.090 2.015 0.21

Entry 2:
24
Properties=species:S:1:pos:R:3:mulliken_charge:R:1 method="wB97M-V/def2-TZVPD" spin_multiplicity=1 e_above_lowest_kj_mol=104.79 charge=+1
C -2.979 -2.349 1.325 -0.52
C -3.081 -1.382 0.388 -0.53
C -1.795 -0.807 0.097 1.12
C -0.594 2.412 -0.391 -0.95
C -0.776 1.048 -1.103 0.22
O -0.727 -1.106 0.694 -0.29
O 0.941 0.592 1.597 -0.69
O -1.845 0.241 -0.676 -0.26
O 0.496 0.424 -1.005 -0.20
O 1.702 -1.364 0.338 -0.27
O 3.044 1.363 -0.002 -0.47
P 0.730 -0.224 0.432 0.98
S 1.837 -2.413 -0.952 -0.08
S 4.474 0.493 -0.239 -0.06
H -3.732 -2.878 2.001 0.29
H -2.049 -2.805 1.638 0.25
H -3.928 -0.976 -0.079 0.46
H -0.057 3.196 -1.052 0.35
H 0.007 2.467 0.558 0.25
H -1.635 2.725 -0.151 0.35
H -0.825 1.364 -2.200 0.29
H 2.705 1.481 0.899 0.38
H 3.138 -2.765 -0.828 0.20
H 4.951 1.260 -1.288 0.17

Entry 3:
101
Properties=species:S:1:pos:R:3:mulliken_charge:R:1 method="wB97M-V/def2-TZVPD" spin_multiplicity=1 e_above_lowest_kj_mol=0.00 charge=+3
Pt -0.159 0.702 -0.356 2.05
C 2.590 -0.531 -1.114 -0.33
C 2.280 -0.564 -2.603 0.47
C 3.596 -0.608 -3.384 -1.68
C 1.430 0.627 -3.054 0.35
C 1.061 0.600 -4.544 -0.55
O -0.398 0.620 -4.549 -0.39
C -0.827 0.560 -3.324 0.42
N 0.103 0.568 -2.400 0.13
C -2.263 0.311 -3.117 0.02
C -2.960 -0.294 -4.157 -0.82
C -4.317 -0.566 -4.024 -0.83
C -4.987 -0.207 -2.868 -0.84
C -4.304 0.410 -1.824 -0.85
C -2.942 0.659 -1.930 0.63
P -2.140 1.692 -0.700 0.45
C -3.040 1.712 0.846 1.22
C -3.518 0.502 1.366 -0.67
C -4.184 0.486 2.577 -0.89
C -4.369 1.669 3.283 -0.74
C -3.888 2.870 2.781 -0.95
C -3.217 2.896 1.569 -0.90
C -2.024 3.303 -1.473 1.06
C -3.191 4.076 -1.476 -0.71
C -3.224 5.267 -2.182 -0.87
C -2.106 5.687 -2.890 -0.77
C -0.948 4.919 -2.890 -1.18
C -0.905 3.726 -2.188 0.33
H 2.897 -1.512 -0.755 0.54
H 1.718 -0.276 -0.455 -0.99
H 3.367 0.194 -0.879 0.32
H 1.706 -1.474 -2.821 0.12
H 4.142 0.332 -3.282 0.44
H 3.445 -0.803 -4.445 0.44
H 4.232 -1.405 -3.001 0.44
H 1.917 1.562 -2.779 -0.13
H 1.349 -0.328 -5.036 0.42
H 1.409 1.449 -5.125 0.27
H -2.442 -0.559 -5.067 0.63
H -4.847 -1.045 -4.835 0.49
H -6.048 -0.393 -2.775 0.51
H -4.853 0.712 -0.942 0.54
H -3.378 -0.421 0.818 0.65
H -4.566 -0.446 2.971 0.54
H -4.894 1.653 4.229 0.48
H -4.045 3.789 3.328 0.52
H -2.858 3.839 1.179 0.55
H -4.077 3.753 -0.944 0.50
H -4.125 5.863 -2.181 0.51
H -2.139 6.614 -3.446 0.45
H -0.077 5.255 -3.435 0.52
H 0.007 3.142 -2.189 0.60
C 3.861 -7.037 -0.045 -1.17
C 3.607 -5.973 1.011 -0.52
S 2.166 -4.973 0.609 1.16
O 2.588 -3.641 0.203 -0.67
O 1.284 -5.678 -0.281 -0.74
C 1.271 -4.711 2.161 -0.60
C -0.169 -4.311 1.838 -1.60
N -0.358 -2.849 1.866 0.17
C -0.467 -2.084 0.768 1.23
N -0.646 -0.797 1.121 -0.04
C -0.682 -0.746 2.487 -1.24
C -0.518 -2.007 2.951 -0.57
N -0.376 -2.409 4.328 1.11
O -0.449 -1.519 5.142 -0.57
O -0.188 -3.587 4.547 -0.60
C -0.447 -2.596 -0.626 -0.71
H 4.745 -7.602 0.248 0.40
H 4.045 -6.592 -1.021 0.35
H 3.018 -7.720 -0.125 0.35
H 4.429 -5.263 1.092 0.38
H 3.424 -6.415 1.991 0.43
H 1.808 -3.908 2.663 0.29
H 1.296 -5.598 2.790 0.66
H -0.862 -4.778 2.530 0.41
H -0.435 -4.622 0.830 0.82
H -0.849 0.156 3.049 0.84
H -1.327 -3.217 -0.811 0.78
H 0.444 -3.193 -0.819 -0.06
H -0.472 -1.756 -1.321 -0.73
C 0.114 3.804 1.215 -1.03
Si 1.281 2.392 0.898 0.32
C 2.601 2.832 -0.345 -1.28
C 1.984 1.699 2.465 0.85
C 2.462 2.699 3.332 -0.74
C 2.980 2.374 4.573 -0.86
C 3.031 1.048 4.980 -0.79
C 2.587 0.047 4.127 -0.47
C 2.079 0.376 2.883 0.07
H 0.758 4.519 1.744 0.61
H -0.680 3.525 1.904 0.35
H -0.294 4.302 0.340 0.41
H 2.843 3.866 -0.066 0.53
H 2.353 2.850 -1.400 0.32
H 3.487 2.221 -0.193 0.53
H 2.465 3.744 3.041 0.34
H 3.344 3.156 5.225 0.45
H 3.444 0.796 5.947 0.45
H 2.643 -0.988 4.439 0.48
H 1.791 -0.422 2.209 0.38

Number 1: HOMO level -0.4039 Ha, E -35680.8647 eV. Number 2: HOMO level -0.4280 Ha, E -48583.0357 eV. Number 3: HOMO level -0.6043 Ha, E -89678.9867 eV.